[1]
ORCA calculation (the ωB97M-V functional and the def2-TZVPD basis) on C6H13NO2 as an isolated structure.

Relative energy (zero: lowest compared OMol25 entry of this formula, charge and spin)   85.85 kcal/mol
E_HOMO   -9.2 eV
Maximum force   4.8 eV/Å

Each line ends with the Löwdin charge.
CARTESIAN COORDINATES (ANGSTROEM)
C1 2.126 -1.976 -2.486  -0.121
C2 2.181 -0.593 -1.848  -0.281
C3 0.813 0.083 -1.775  -0.197
C4 0.870 1.462 -1.125  -0.379
C5 -0.495 2.123 -0.806  -0.050
C6 -0.240 2.441 0.656  -0.349
O1 -0.210 3.514 1.213  0.100
N1 1.400 1.477 0.247  -0.022
H1 1.452 -2.641 -1.925  0.075
H2 1.755 -1.919 -3.520  0.074
H3 3.120 -2.445 -2.508  0.072
H4 2.607 -0.676 -0.836  0.100
H5 2.868 0.052 -2.419  0.115
H6 0.402 0.188 -2.792  0.123
H7 0.120 -0.565 -1.210  0.120
H8 1.457 2.145 -1.756  0.147
H9 -0.638 3.055 -1.364  0.129
H10 -1.329 1.417 -0.931  0.123
H11 2.348 1.133 0.354  0.077
H12 0.753 0.786 1.249  0.224
O2 -0.498 1.175 1.883  -0.126
H13 -1.098 0.541 1.471  0.046

[2]
ORCA calculation (the ωB97M-V functional and the def2-TZVPD basis) on a 2-piece molecular cluster, C6H13NO2 overall.

Relative energy (zero: lowest compared OMol25 entry of this formula, charge and spin)   85.96 kcal/mol
E_HOMO   -8.7 eV
SMILES string   CN[C@@H]1C[C@@H]1C.O=CO
Maximum force   5.0 eV/Å

Each line ends with the Löwdin charge.
CARTESIAN COORDINATES (ANGSTROEM)
C1 1.626 -0.375 -0.796  -0.107
N1 0.582 -0.220 0.196  -0.150
C2 -0.275 0.915 0.023  -0.332
C3 -1.725 0.844 0.398  -0.073
C4 -1.334 0.973 -1.055  -0.287
C5 -1.568 -0.177 -2.005  -0.081
H1 1.238 -0.692 -1.779  0.076
H2 2.174 0.573 -0.883  0.093
H3 2.378 -1.129 -0.531  0.087
H4 0.264 -1.333 0.654  0.241
H5 0.237 1.851 0.266  0.149
H6 -2.171 1.695 0.913  0.102
H7 -2.097 -0.131 0.723  0.113
H8 -1.479 1.963 -1.495  0.133
H9 -1.323 -1.141 -1.537  0.076
H10 -2.622 -0.217 -2.317  0.078
H11 -0.952 -0.075 -2.909  0.074
O1 2.525 0.063 2.220  0.015
C6 1.325 -0.095 2.251  -0.263
O2 0.942 -1.656 2.419  -0.142
H12 0.513 0.530 2.649  0.139
H13 1.742 -2.168 2.596  0.060

[3]
ORCA calculation (the ωB97M-V functional and the def2-TZVPD basis) on the molecule C6H13NO2.

Relative energy (zero: lowest compared OMol25 entry of this formula, charge and spin)   42.94 kcal/mol
E_HOMO   -9.0 eV
SMILES string   C=C(C)[C@@H](O)[C@@H](N)CO
Maximum force   2.5 eV/Å

Each line ends with the Löwdin charge.
CARTESIAN COORDINATES (ANGSTROEM)
C1 -1.245 -0.850 2.077  0.039
C2 -1.123 -0.691 0.770  -0.309
C3 -2.275 -0.377 -0.132  -0.052
C4 0.273 -0.826 0.063  -0.318
O1 0.148 -1.439 -1.185  -0.025
C5 0.916 0.584 0.090  -0.325
N1 1.973 0.750 1.049  0.041
C6 1.510 0.905 -1.372  -0.194
O2 0.498 1.100 -2.343  -0.073
H1 -2.203 -0.794 2.570  0.057
H2 -0.402 -1.083 2.708  0.056
H3 -2.061 0.497 -0.747  0.078
H4 -3.184 -0.210 0.442  0.079
H5 -2.451 -1.215 -0.807  0.086
H6 0.888 -1.507 0.663  0.145
H7 -0.128 -0.786 -1.846  0.076
H8 0.156 1.345 0.304  0.143
H9 1.632 0.684 2.000  0.075
H10 2.713 0.072 0.903  0.083
H11 2.137 1.798 -1.274  0.116
H12 2.127 0.075 -1.724  0.123
H13 0.101 1.968 -2.212  0.098

[4]
ORCA calculation (the ωB97M-V functional and the def2-TZVPD basis) on the molecule C6H13NO2.

Relative energy (zero: lowest compared OMol25 entry of this formula, charge and spin)   44.63 kcal/mol
E_HOMO   -9.5 eV
SMILES string   CC(C)(C)OCC(N)=O
Maximum force   5.0 eV/Å

Each line ends with the Löwdin charge.
CARTESIAN COORDINATES (ANGSTROEM)
C1 -1.701 -1.265 -0.055  -0.034
C2 -0.982 0.085 -0.017  -0.627
C3 -0.571 0.525 -1.424  -0.027
C4 -1.871 1.142 0.627  -0.033
O1 0.158 0.003 0.864  -0.124
C5 1.187 -0.885 0.545  -0.142
C6 2.404 -0.180 -0.028  -0.520
N1 2.865 0.897 0.614  0.128
O2 3.363 -0.854 -0.488  -0.029
H1 -1.191 -1.984 -0.712  0.080
H2 -1.760 -1.692 0.955  0.098
H3 -2.720 -1.134 -0.443  0.091
H4 -1.472 0.686 -2.032  0.093
H5 -0.005 1.465 -1.393  0.093
H6 0.031 -0.239 -1.937  0.089
H7 -2.199 0.811 1.622  0.092
H8 -1.323 2.089 0.733  0.089
H9 -2.759 1.320 0.006  0.090
H10 1.500 -1.401 1.467  0.151
H11 0.897 -1.656 -0.183  0.124
H12 2.168 1.586 0.872  0.100
H13 3.982 0.683 0.405  0.219

[5]
ORCA calculation (the ωB97M-V functional and the def2-TZVPD basis) on a 2-piece molecular cluster, C6H13NO3 overall.

Relative energy (zero: lowest compared OMol25 entry of this formula, charge and spin)   56.21 kcal/mol
E_HOMO   -8.5 eV
SMILES string   C=C(C)C(=O)O.NCCO
Maximum force   5.1 eV/Å

Each line ends with the Löwdin charge.
CARTESIAN COORDINATES (ANGSTROEM)
C1 -0.241 -3.341 0.155  0.102
C2 -0.923 -2.357 0.735  -0.266
C3 -2.346 -2.470 1.185  -0.052
C4 -0.294 -1.029 0.969  -0.489
O1 -0.907 -0.081 1.424  0.078
O2 0.992 -0.956 0.639  0.095
H1 0.789 -3.216 -0.136  0.072
H2 -0.695 -4.301 -0.033  0.072
H3 -2.749 -3.453 0.954  0.078
H4 -2.416 -2.296 2.259  0.088
H5 -2.953 -1.706 0.701  0.086
H6 1.321 -0.037 0.823  0.095
N1 0.917 2.546 -2.645  -0.021
C5 0.747 1.758 -1.484  -0.237
C6 1.191 2.546 -0.003  -0.227
O3 1.172 1.702 1.124  -0.107
H7 1.881 2.776 -2.859  0.071
H8 0.342 3.378 -2.666  0.070
H9 1.359 0.857 -1.528  0.104
H10 -0.252 1.877 -0.985  0.115
H11 2.230 2.855 -0.145  0.096
H12 0.587 3.449 0.158  0.107
H13 0.247 1.498 1.359  0.069

[6]
ORCA calculation (the ωB97M-V functional and the def2-TZVPD basis) on C6H13NO5S as an isolated structure.

Relative energy (zero: lowest compared OMol25 entry of this formula, charge and spin)   33.98 kcal/mol
E_HOMO   -8.2 eV
Maximum force   4.4 eV/Å

Each line ends with the Löwdin charge.
CARTESIAN COORDINATES (ANGSTROEM)
C1 1.351 0.004 -1.095  -0.251
C2 3.607 -1.861 -0.173  -0.422
C3 -0.762 1.219 -0.653  -0.123
C4 -0.339 -1.089 0.213  -0.168
C5 -0.160 2.169 0.467  -0.184
C6 -1.865 -1.590 0.157  -0.315
N1 -0.045 -0.050 -0.712  -0.200
O1 2.102 0.382 1.492  -0.428
O2 2.627 -2.445 0.139  0.048
O3 3.724 -0.524 -0.279  -0.287
O4 1.102 2.554 -0.041  -0.182
O5 -2.948 -0.901 0.584  -0.080
S1 2.548 0.768 0.166  1.057
H1 1.555 0.587 -1.981  0.099
H2 1.659 -0.955 -1.336  0.055
H3 4.531 -2.515 -0.297  0.156
H4 -0.631 1.720 -1.652  0.132
H5 -1.845 1.004 -0.496  0.122
H6 0.361 -1.974 -0.107  0.142
H7 -0.236 -0.852 1.398  0.156
H8 -0.640 3.099 0.671  0.105
H9 -0.062 1.557 1.407  0.124
H10 -2.216 -1.933 -0.849  0.128
H11 -1.746 -2.557 0.691  0.111
H12 1.083 2.701 -0.974  0.075
H13 -3.096 -0.935 1.577  0.133

> Which value of maximum force does entry 6 give?

4.4 eV/Å

What did the second record say?
ORCA calculation (the ωB97M-V functional and the def2-TZVPD basis) on a 2-piece molecular cluster, C6H13NO2 overall.

Relative energy (zero: lowest compared OMol25 entry of this formula, charge and spin)   85.96 kcal/mol
E_HOMO   -8.7 eV
SMILES string   CN[C@@H]1C[C@@H]1C.O=CO
Maximum force   5.0 eV/Å

Each line ends with the Löwdin charge.
CARTESIAN COORDINATES (ANGSTROEM)
C1 1.626 -0.375 -0.796  -0.107
N1 0.582 -0.220 0.196  -0.150
C2 -0.275 0.915 0.023  -0.332
C3 -1.725 0.844 0.398  -0.073
C4 -1.334 0.973 -1.055  -0.287
C5 -1.568 -0.177 -2.005  -0.081
H1 1.238 -0.692 -1.779  0.076
H2 2.174 0.573 -0.883  0.093
H3 2.378 -1.129 -0.531  0.087
H4 0.264 -1.333 0.654  0.241
H5 0.237 1.851 0.266  0.149
H6 -2.171 1.695 0.913  0.102
H7 -2.097 -0.131 0.723  0.113
H8 -1.479 1.963 -1.495  0.133
H9 -1.323 -1.141 -1.537  0.076
H10 -2.622 -0.217 -2.317  0.078
H11 -0.952 -0.075 -2.909  0.074
O1 2.525 0.063 2.220  0.015
C6 1.325 -0.095 2.251  -0.263
O2 0.942 -1.656 2.419  -0.142
H12 0.513 0.530 2.649  0.139
H13 1.742 -2.168 2.596  0.060

> Which value of E_HOMO does entry 4 give?

-9.5 eV